1.
{"formula": "C4H8N", "method": "ωB97M-V/def2-TZVPD", "total_charge": 1, "orbital_gap_ev": [8.26, 8.74], "e_lumo_ha": [-0.2010, -0.1765], "elements": ["N", "C", "C", "C", "C", "H", "H", "H", "H", "H", "H", "H", "H"], "coordinates": [[0.435, 0.221, -0.089], [-0.837, -0.180, 0.300], [-2.610, -0.343, -1.456], [1.271, 0.757, 1.010], [1.684, -0.463, 0.299], [0.440, 0.760, -0.956], [1.760, 1.704, 0.822], [0.830, 0.674, 1.996], [2.498, -0.424, -0.411], [-2.600, 0.492, -2.140], [-3.543, -0.669, -1.025], [1.556, -1.422, 0.786], [-0.885, -1.106, 0.864]]}

***

2.
{"formula": "C4H8N", "method": "ωB97M-V/def2-TZVPD", "total_charge": 1, "orbital_gap_ev": 12.76, "e_lumo_ha": -0.1309, "elements": ["N", "C", "C", "C", "C", "H", "H", "H", "H", "H", "H", "H", "H"], "coordinates": [[-1.029, 0.228, -0.542], [0.192, -0.114, 0.219], [-0.848, 0.829, 0.793], [1.635, 0.201, -0.042], [-0.779, -1.173, -0.219], [1.771, 0.825, -0.846], [-1.248, -1.899, 0.447], [-0.211, -1.948, -1.476], [-1.684, 0.655, 1.506], [2.140, -0.745, -0.146], [-0.602, 1.812, 0.793], [1.981, 0.634, 0.948], [-1.318, 0.695, -1.434]]}

***

3.
{"formula": "C4H8N2", "method": "ωB97M-V/def2-TZVPD", "orbital_gap_ev": 8.71, "e_lumo_ha": 0.0336, "elements": ["N", "N", "C", "C", "C", "C", "H", "H", "H", "H", "H", "H", "H", "H"], "coordinates": [[1.661, 0.395, 0.432], [2.072, -0.947, -0.140], [-0.418, 0.950, -0.710], [-1.582, 0.503, 0.057], [-1.737, -0.775, 0.316], [0.806, 1.310, 0.131], [-2.648, -1.042, 0.794], [-1.242, -1.593, -0.040], [2.251, -1.505, 0.693], [-0.652, 1.968, -1.138], [1.388, -1.299, -0.704], [-2.242, 1.158, 0.758], [2.394, 0.539, 1.095], [-0.050, 0.337, -1.544]]}

***

4.
{"formula": "C4H8N2", "method": "ωB97M-V/def2-TZVPD", "orbital_gap_ev": 9.64, "e_lumo_ha": 0.0343, "elements": ["N", "N", "C", "C", "C", "C", "H", "H", "H", "H", "H", "H", "H", "H"], "coordinates": [[-0.216, -1.416, -0.840], [-1.495, 0.307, 1.946], [1.603, -0.003, 0.048], [-0.711, 0.160, 0.981], [-0.710, 0.989, -0.421], [0.136, -0.249, -0.095], [1.810, 0.895, 0.641], [-1.227, -1.500, -0.919], [2.000, 0.122, -0.958], [-1.473, 0.820, -1.192], [-1.764, 1.059, 1.249], [-0.153, 1.912, -0.618], [0.122, -2.238, -0.356], [2.078, -0.857, 0.534]]}

***

Respective relative energy (zero: lowest compared OMol25 entry of this formula, charge and spin) values: 752.78, 352.58, 455.19, 354.91 kJ/mol.
Respective M values: 70.11, 70.11, 84.12, 84.12 g/mol.